(A)
{"formula": "C11H19NO5", "method": "wB97M-V/def2-TZVPD", "species": ["C", "C", "O", "C", "C", "O", "H", "H", "H", "H", "H", "H", "H", "H", "O", "C", "O", "C", "C", "O", "H", "H", "H", "H", "C", "C", "C", "C", "N", "H", "H", "H", "H", "H", "H", "H"], "positions_angstrom": [[-14.5960, 15.9376, -5.9438], [-15.3855, 15.3735, -4.8111], [-16.4991, 14.6326, -5.2924], [-17.4388, 14.0960, -4.5585], [-18.2223, 13.0832, -5.3779], [-17.6429, 14.1376, -3.3882], [-13.7031, 16.4518, -5.5881], [-15.0599, 16.6469, -6.6292], [-14.2411, 15.1004, -6.5447], [-14.8971, 14.9691, -3.9245], [-15.7072, 16.2700, -4.2811], [-18.9084, 12.5861, -4.6923], [-17.5326, 12.3531, -5.8015], [-18.6919, 13.4982, -6.2698], [-15.4534, 9.3268, -9.4171], [-14.7522, 10.2493, -8.9410], [-13.5335, 9.9914, -8.4911], [-12.7033, 11.2020, -8.5626], [-13.7983, 12.2797, -8.6109], [-14.9872, 11.5850, -9.0888], [-12.0450, 11.3376, -7.7045], [-12.1497, 11.0807, -9.4937], [-13.3765, 12.9168, -9.3882], [-13.8299, 13.0446, -7.8350], [-19.5741, 13.1892, 2.0527], [-18.8730, 12.5065, 0.8648], [-18.9623, 13.2205, -0.5146], [-20.3189, 13.3603, -1.0294], [-21.4434, 13.5632, -1.4485], [-19.3195, 12.8864, 3.0684], [-20.6510, 13.0298, 1.9966], [-19.3714, 14.2425, 2.2465], [-19.2180, 11.4756, 0.7858], [-17.8295, 12.6053, 1.1641], [-18.4590, 12.6199, -1.2724], [-18.5151, 14.2103, -0.4227]], "smiles": "CCOC(C)=O.O=C1OCCO1.CCCC#N"}

***

(B)
{"formula": "C11H19NO5", "method": "wB97M-V/def2-TZVPD", "species": ["C", "C", "O", "C", "C", "O", "C", "O", "C", "O", "O", "C", "H", "H", "H", "H", "H", "H", "H", "H", "H", "H", "H", "H", "H", "H", "C", "C", "C", "N", "C", "H", "H", "H", "H", "H"], "positions_angstrom": [[0.9847, 0.0374, 0.3418], [1.0110, 0.4406, -1.2802], [1.1653, 1.8911, -1.4723], [0.4966, 2.3504, -2.6998], [-0.5626, 3.6049, -2.4600], [-1.9628, 3.1836, -2.3005], [-2.2030, 2.5036, -1.0183], [-3.3458, 1.5628, -1.2630], [-3.1622, 0.3149, -0.5040], [-3.4487, 0.3160, 0.8278], [-2.6961, -0.9769, -1.0507], [-2.7078, -0.9808, -2.5279], [1.0510, 1.0522, 0.9282], [1.8666, -0.7057, 0.5897], [-0.0825, -0.4127, 0.5770], [0.0098, 0.0073, -1.7195], [1.8876, -0.0798, -1.8601], [-0.0986, 1.5260, -3.2801], [1.3409, 2.7402, -3.4259], [-0.5191, 4.2408, -3.4691], [-0.1756, 4.3300, -1.6002], [-1.3036, 1.8758, -0.6107], [-2.5155, 3.2515, -0.1429], [-2.1643, -0.0183, -2.9766], [-2.0895, -1.9496, -2.8513], [-3.7978, -1.1273, -2.9397], [3.4058, -3.2108, 4.1537], [2.5578, -2.2915, 4.8162], [1.3838, -2.2260, 4.0997], [1.4956, -3.0700, 3.0255], [2.7231, -3.6790, 3.0532], [4.4060, -3.5011, 4.4482], [2.7794, -1.7374, 5.7192], [0.4814, -1.6516, 4.2611], [0.7833, -3.2205, 2.3229], [3.0056, -4.3903, 2.2887]], "smiles": "CCOCCOCOC(=O)OC.c1cc[nH]c1"}

***

(A) is favored, and the nearest alternative lies 4.187 eV above it.

***

(A)
{"formula": "C38H45IrNO9P5S2Te", "method": "wB97M-V/def2-TZVPD", "species": ["Ir", "Te", "C", "C", "C", "N", "C", "C", "C", "P", "C", "C", "C", "C", "C", "C", "C", "C", "C", "C", "C", "C", "P", "C", "C", "C", "C", "C", "C", "C", "C", "C", "C", "C", "C", "H", "H", "H", "H", "H", "H", "H", "H", "H", "H", "H", "H", "H", "H", "H", "H", "H", "H", "H", "H", "H", "H", "H", "H", "C", "C", "O", "P", "O", "O", "O", "P", "O", "O", "O", "H", "H", "H", "H", "H", "H", "H", "C", "C", "C", "O", "P", "S", "S", "O", "C", "C", "C", "H", "H", "H", "H", "H", "H", "H", "H", "H", "H", "H", "H", "H", "H"], "positions_angstrom": [[-0.1958, -0.3548, 0.9739], [2.8736, 3.3579, 0.2590], [1.7674, 4.9439, -0.5928], [2.0808, 5.3385, -1.8870], [1.3266, 6.3530, -2.4632], [0.3205, 6.9611, -1.8426], [0.0483, 6.5879, -0.5966], [0.7455, 5.5943, 0.0815], [1.5219, 1.8662, 0.0741], [1.9123, 0.1296, 0.3150], [2.4556, -0.5395, -1.2735], [2.1185, 0.1030, -2.4604], [2.4453, -0.4768, -3.6780], [3.0994, -1.6991, -3.7109], [3.4280, -2.3477, -2.5269], [3.1052, -1.7722, -1.3094], [3.3576, -0.0127, 1.3872], [4.6155, 0.2590, 0.8376], [5.7413, 0.2401, 1.6444], [5.6220, -0.0593, 2.9960], [4.3774, -0.3364, 3.5416], [3.2440, -0.3086, 2.7424], [-0.2562, 1.7139, 0.1552], [-1.0525, 1.8654, -1.4488], [-0.6067, 2.7977, -2.3852], [-1.2680, 2.9240, -3.5954], [-2.3730, 2.1256, -3.8701], [-2.8198, 1.2037, -2.9349], [-2.1610, 1.0692, -1.7207], [-0.9628, 2.9983, 1.2030], [-0.3240, 3.3811, 2.3846], [-0.8543, 4.4032, 3.1531], [-2.0243, 5.0406, 2.7548], [-2.6681, 4.6525, 1.5894], [-2.1405, 3.6316, 0.8114], [2.8761, 4.8675, -2.4502], [1.5406, 6.6836, -3.4733], [-0.7679, 7.1066, -0.1060], [0.4750, 5.3423, 1.0972], [1.5952, 1.0511, -2.4391], [2.1852, 0.0266, -4.5999], [3.3533, -2.1506, -4.6612], [3.9362, -3.3026, -2.5531], [3.3617, -2.2816, -0.3876], [4.7172, 0.4665, -0.2211], [6.7127, 0.4493, 1.2165], [6.5038, -0.0790, 3.6229], [4.2761, -0.5698, 4.5932], [2.2810, -0.4985, 3.1908], [0.2514, 3.4212, -2.1753], [-0.9234, 3.6472, -4.3232], [-2.8850, 2.2255, -4.8183], [-3.6770, 0.5758, -3.1407], [-2.5148, 0.3396, -1.0002], [0.5820, 2.8828, 2.6972], [-0.3546, 4.7052, 4.0641], [-2.4346, 5.8407, 3.3572], [-3.5799, 5.1458, 1.2802], [-2.6392, 3.3417, -0.1042], [-1.3700, -2.6422, 4.7689], [-1.1538, -1.6443, 3.6480], [-0.3544, -2.2056, 2.5619], [-2.6919, -1.1469, 2.8033], [-3.5417, -0.3215, 3.8245], [-3.6057, -2.3800, 2.5665], [-2.2559, -0.4084, 1.5722], [-0.1870, -0.1583, 4.1739], [-1.2745, 0.7552, 4.9557], [0.9305, -0.5474, 5.0499], [0.1150, 0.5451, 2.8572], [-1.8036, -3.5615, 4.3750], [-2.0535, -2.2333, 5.5139], [-0.4216, -2.8571, 5.2628], [0.4820, -2.5200, 2.9384], [-3.0164, 0.3611, 4.2823], [-3.5416, -2.7455, 1.6565], [-1.0144, 0.8833, 5.8779], [-0.0090, -4.9965, -0.0957], [-1.4482, -5.0323, 0.3776], [-2.2548, -6.1428, -0.2626], [-2.1552, -3.7635, 0.2015], [-2.1636, -2.7348, -1.0151], [-3.8587, -1.8158, -1.0041], [-0.4083, -1.6162, -0.9529], [-1.8569, -3.6870, -2.2427], [-1.6512, -3.3757, -3.6575], [-2.2148, -2.0333, -4.0750], [-0.1720, -3.5113, -3.9538], [0.4581, -5.9484, 0.1634], [0.5489, -4.1905, 0.3762], [0.0517, -4.8674, -1.1757], [-1.4649, -5.1488, 1.4624], [-2.2253, -6.0662, -1.3483], [-3.2929, -6.0998, 0.0651], [-1.8404, -7.1082, 0.0315], [-2.2023, -4.1706, -4.1607], [-1.6987, -1.2125, -3.5716], [-3.2797, -1.9624, -3.8648], [-2.0626, -1.9235, -5.1497], [0.3964, -2.7234, -3.4577], [-0.0098, -3.4323, -5.0300], [0.2020, -4.4805, -3.6223]], "total_charge": 1, "multiplicity": 2}

***

(B)
{"formula": "C38H45IrNO9P5S2Te", "method": "wB97M-V/def2-TZVPD", "species": ["Ir", "Te", "C", "C", "C", "N", "C", "C", "C", "P", "C", "C", "C", "C", "C", "C", "C", "C", "C", "C", "C", "C", "P", "C", "C", "C", "C", "C", "C", "C", "C", "C", "C", "C", "C", "H", "H", "H", "H", "H", "H", "H", "H", "H", "H", "H", "H", "H", "H", "H", "H", "H", "H", "H", "H", "H", "H", "H", "H", "C", "C", "O", "P", "O", "O", "O", "P", "O", "O", "O", "H", "H", "H", "H", "H", "H", "H", "C", "C", "C", "O", "P", "S", "S", "O", "C", "C", "C", "H", "H", "H", "H", "H", "H", "H", "H", "H", "H", "H", "H", "H", "H"], "positions_angstrom": [[-0.5080, -0.5079, -1.0085], [-0.3085, -3.1044, 3.1981], [1.1669, -2.1780, 4.4107], [0.9685, -0.9613, 5.0450], [2.0063, -0.4316, 5.8006], [3.1771, -1.0348, 5.9698], [3.3504, -2.2076, 5.3729], [2.3876, -2.8188, 4.5789], [-0.0433, -1.7732, 1.6180], [-0.7140, -0.0943, 1.2901], [0.4354, 1.1005, 2.0620], [1.7899, 0.9401, 1.7928], [2.7382, 1.7540, 2.3870], [2.3427, 2.7672, 3.2467], [0.9902, 2.9890, 3.4626], [0.0427, 2.1723, 2.8637], [-2.2456, -0.1274, 2.2906], [-2.2204, 0.2760, 3.6284], [-3.3055, 0.0544, 4.4615], [-4.4337, -0.5935, 3.9858], [-4.4573, -1.0302, 2.6718], [-3.3765, -0.8048, 1.8357], [0.5063, -2.2320, -0.0300], [2.3056, -2.3724, 0.0070], [3.0537, -2.0890, 1.1436], [4.4307, -2.2555, 1.1241], [5.0625, -2.6982, -0.0268], [4.3198, -2.9777, -1.1676], [2.9464, -2.8167, -1.1508], [-0.0766, -3.8956, -0.4341], [-1.3768, -4.1024, -0.8926], [-1.8413, -5.3914, -1.0964], [-1.0191, -6.4803, -0.8452], [0.2730, -6.2812, -0.3818], [0.7458, -4.9951, -0.1749], [0.0341, -0.4285, 4.9618], [1.8816, 0.5231, 6.2997], [4.3106, -2.6874, 5.5279], [2.6006, -3.7648, 4.0987], [2.1221, 0.1968, 1.0862], [3.7844, 1.6069, 2.1547], [3.0812, 3.3987, 3.7222], [0.6650, 3.8099, 4.0882], [-1.0026, 2.4192, 2.9940], [-1.3500, 0.7456, 4.0527], [-3.2583, 0.3845, 5.4907], [-5.2760, -0.7740, 4.6398], [-5.3192, -1.5625, 2.2920], [-3.4035, -1.1904, 0.8319], [2.5751, -1.7565, 2.0548], [5.0057, -2.0394, 2.0151], [6.1361, -2.8305, -0.0367], [4.8116, -3.3194, -2.0678], [2.3701, -3.0295, -2.0444], [-2.0248, -3.2579, -1.0834], [-2.8502, -5.5468, -1.4550], [-1.3855, -7.4851, -1.0074], [0.9155, -7.1268, -0.1783], [1.7507, -4.8541, 0.1968], [-3.2502, 1.3609, -4.0488], [-2.5205, 0.4880, -3.0467], [-1.4850, 1.1879, -2.3048], [-1.6448, -0.8943, -3.8431], [-2.7315, -1.9579, -4.2391], [-1.1415, -0.3769, -5.2401], [-0.5165, -1.3910, -2.9916], [-3.5143, -0.1350, -1.6314], [-4.7659, -0.9188, -2.2509], [-3.8634, 1.0324, -0.8022], [-2.5809, -1.2261, -1.0845], [-2.5404, 1.8752, -4.6943], [-3.8617, 2.0984, -3.5268], [-3.9025, 0.7474, -4.6713], [-1.9291, 1.8268, -1.7153], [-3.4279, -2.1349, -3.5868], [-0.2424, -0.6571, -5.4651], [-5.6161, -0.5137, -2.0330], [-1.3099, 4.1270, -0.3685], [0.1574, 4.1541, 0.0116], [0.9099, 5.3251, -0.5862], [0.7200, 2.8519, -0.3208], [1.5744, 2.4574, -1.5942], [3.4069, 3.0076, -1.7769], [1.5760, 0.3802, -1.5084], [0.5933, 2.9660, -2.7538], [1.0698, 3.4615, -4.0296], [1.4862, 2.3020, -4.9113], [-0.0629, 4.2758, -4.6204], [-1.8227, 4.9960, 0.0434], [-1.7947, 3.2275, 0.0231], [-1.4213, 4.1437, -1.4546], [0.2546, 4.1878, 1.0975], [0.8415, 5.3368, -1.6744], [1.9611, 5.3160, -0.3056], [0.4550, 6.2420, -0.2093], [1.9316, 4.1028, -3.8287], [0.6646, 1.5908, -4.9963], [2.3584, 1.7911, -4.5016], [1.7357, 2.6666, -5.9088], [-0.8868, 3.6305, -4.9296], [0.2898, 4.8211, -5.4957], [-0.4410, 4.9987, -3.8978]], "total_charge": 1, "multiplicity": 2}

***

(A) is favored, and the nearest alternative lies 1.105 eV above it.